1.
Computed, not measured: 2 unconnected molecules or ions with the total composition C2H3NO2, with ωB97M-V/def2-TZVPD.

**Strongest force on any atom**: 4.083 eV/A
**Kohn-Sham gap (alpha / beta)**: 9.17 / 9.18 eV
**Total charge**: 0
**Relative energy (zero: lowest compared OMol25 entry of this formula, charge and spin)**: 124.7 kcal per mole
**Molar mass**: 73.051 g mol⁻¹

Geometry as XYZ:
```
8
Properties=species:S:1:pos:R:3:forces:R:3:mulliken_charge:R:1
C 1.5439 0.1804 -0.0250 -1.7 -2.9 -0.2 0.804
C -1.3376 0.0374 -0.0162 3.4 2.2 0.0 -0.472
N 0.6078 -0.5654 -0.7113 -2.1 1.6 0.7 -0.376
O 2.1233 1.1715 0.1314 1.0 1.6 0.3 -0.444
O 1.4165 -1.0796 0.4970 0.0 1.1 -0.1 -0.308
H -1.0631 -0.3926 0.9543 -0.7 0.3 -0.3 0.282
H -1.5413 1.2393 -0.0716 0.8 -3.4 0.0 0.267
H -1.7496 -0.5909 -0.7585 -0.8 -0.4 -0.4 0.246
```
Positions in Å, forces in eV/Å.



2.
Computed, not measured: C13H20N2O2S in the gas phase, with ωB97M-V/def2-TZVPD.

**Strongest force on any atom**: 3.700 eV/A
**Kohn-Sham gap**: 8.94 eV
**Total charge**: 0
**Relative energy (zero: lowest compared OMol25 entry of this formula, charge and spin)**: 0.0 kcal per mole
**Molar mass**: 268.382 g mol⁻¹

Geometry as XYZ:
```
38
Properties=species:S:1:pos:R:3:forces:R:3:mulliken_charge:R:1
O 0.3699 0.4358 3.0905 -1.7 -0.1 -0.8 -0.485
O 0.5130 2.0636 -0.0831 -0.4 0.0 0.4 -0.695
S -3.8408 1.2596 -2.8623 0.0 0.0 0.1 -0.168
C -0.8567 0.4616 2.9621 2.2 0.3 0.1 -0.175
C 0.3604 0.8829 0.2098 2.8 0.9 -0.9 0.419
C -1.0222 0.4205 0.4652 -2.6 -1.1 -2.3 0.142
C -1.8354 0.2050 -0.6588 1.3 -0.2 2.2 0.309
N -1.5625 0.3760 1.7818 1.7 0.2 0.4 0.102
N 1.4468 0.0319 0.1091 -2.3 -0.8 0.7 0.454
C -2.0014 1.3715 -2.8816 0.0 1.0 0.4 -0.789
C -4.1592 1.0545 -1.0434 -0.3 -0.3 -0.8 -0.627
C -1.3494 0.2547 -2.1111 0.0 -0.6 0.7 -0.603
C -3.3222 -0.1097 -0.5113 0.5 0.2 -0.4 -1.038
C 2.7799 0.4864 -0.2805 0.7 -1.4 0.3 -0.905
C 1.2563 -1.4213 0.3490 1.4 -0.1 0.1 -0.703
C 3.8159 -0.0543 0.7374 0.0 0.0 -0.5 -0.610
C 2.3115 -2.0007 1.3134 -0.1 0.6 0.2 -0.725
C 3.7090 -1.5740 0.9043 0.0 0.4 -0.7 -0.707
H -1.4246 0.6196 3.8868 -0.8 -0.2 -0.4 0.333
H -2.5411 0.4096 1.8876 -1.0 0.1 -0.1 0.169
H -1.7440 2.3200 -2.3684 0.0 -0.4 -0.4 0.330
H -1.5694 1.4016 -3.9095 -0.9 0.0 0.6 0.406
H -3.8922 1.9616 -0.4888 -0.2 0.0 -0.2 0.372
H -5.2627 0.8499 -0.9298 1.1 0.3 -0.3 0.362
H -0.2791 0.3563 -2.2102 0.5 0.3 0.4 0.270
H -1.5400 -0.6990 -2.6152 -0.4 -0.1 0.2 0.412
H -3.5449 -1.0426 -1.0458 -0.1 0.2 0.0 0.359
H -3.6185 -0.2624 0.5113 0.0 -0.2 0.6 0.330
H 3.0424 0.0879 -1.2866 -0.3 0.2 0.4 0.308
H 2.8790 1.5528 -0.3021 -0.6 0.5 -0.1 0.414
H 0.2943 -1.7352 0.7231 -0.6 0.8 0.1 0.360
H 1.3494 -1.9338 -0.6071 0.2 -0.1 -0.3 0.441
H 3.6589 0.4634 1.6827 0.0 0.0 0.1 0.335
H 4.8273 0.1923 0.3747 -0.3 0.0 0.1 0.347
H 2.2514 -3.0853 1.3102 -0.2 -0.2 0.0 0.343
H 2.1193 -1.6710 2.3505 -0.1 0.0 -0.4 0.305
H 3.9470 -2.0147 -0.0895 0.0 0.0 0.6 0.259
H 4.4346 -1.9151 1.6354 0.2 -0.2 0.0 0.349
```
Positions in Å, forces in eV/Å.



3.
Computed, not measured: 2 unconnected molecules or ions with the total composition CH6N2S2, with ωB97M-V/def2-TZVPD.

**Strongest force on any atom**: 3.224 eV/A
**Kohn-Sham gap**: 9.22 eV
**Total charge**: 0
**Relative energy (zero: lowest compared OMol25 entry of this formula, charge and spin)**: 25.1 kcal per mole
**Molar mass**: 110.207 g mol⁻¹

Geometry as XYZ:
```
11
Properties=species:S:1:pos:R:3:forces:R:3:mulliken_charge:R:1
S 2.5712 -1.5691 0.3169 -0.5 0.0 -0.3 -0.170
S 2.8692 -3.5358 -0.3326 -0.2 0.3 0.3 -0.174
H 1.2346 -1.4836 0.0287 0.6 -0.1 0.4 0.168
H 2.2724 -3.3305 -1.5030 0.1 -0.1 -0.4 0.157
N -1.2118 0.3057 0.1531 1.5 -0.7 0.0 -0.560
C -0.8711 1.6800 0.1135 -2.9 0.2 1.3 0.096
N -1.5396 2.4224 0.9196 -0.2 -0.2 -1.3 -0.634
H -1.7722 -0.0151 -0.6245 0.4 0.2 -0.4 0.236
H -1.7426 0.0812 0.9827 0.0 0.4 0.2 0.286
H -0.1715 2.0773 -0.6028 0.1 -0.4 -0.7 0.359
H -1.6386 3.3676 0.5484 1.2 0.3 0.8 0.236
```
Positions in Å, forces in eV/Å.



Question: The highest molar mass belongs to which entry?
Answer: C13H20N2O2S